Entry from OMol25: an isolated molecule of C2H4N2O2 (wB97M-V/def2-TZVPD).

Geometry as XYZ:
```
10
Properties=species:S:1:pos:R:3:lowdin_charge:R:1
N -0.602 1.357 0.824 0.045
N 0.817 0.922 0.755 0.041
C 1.186 0.235 -0.234 -0.281
O 0.399 -0.150 -1.253 0.021
C -0.443 -1.185 -0.894 -0.297
O -0.852 -1.541 0.186 0.067
H -0.831 1.763 1.730 0.078
H -1.211 0.637 0.888 -0.006
H 2.257 -0.083 -0.219 0.146
H -0.719 -1.955 -1.782 0.185
```

SMILES: N/N=C\OC=O
HOMO in eV: -9.6
Multiplicity: 1
E in a.u.: -338.52007
Energy relative to the best compared isomer or geometry (same formula, charge and spin) in kJ/mol: 349.53

=====

Entry from OMol25: a cluster of 2 separate species, C2H4N2O2 in total (wB97M-V/def2-TZVPD).

Geometry as XYZ:
```
10
Properties=species:S:1:pos:R:3:lowdin_charge:R:1
C -0.342 -0.052 0.613 -0.077
C 0.786 0.150 -0.454 -0.302
N -0.242 -0.736 -0.707 0.040
N 2.129 -0.037 -0.070 -0.413
O 2.932 0.849 -0.287 0.082
O 2.318 -1.069 0.503 0.096
H -0.082 -0.607 1.530 0.108
H -1.145 0.806 0.622 0.126
H 0.406 1.638 -1.062 0.254
H -0.049 -1.679 -0.775 0.086
```

HOMO in eV: -10.0
Multiplicity: 1
E in a.u.: -338.34986
Energy relative to the best compared isomer or geometry (same formula, charge and spin) in kJ/mol: 796.40

=====

Entry from OMol25: an isolated molecule of C2H4N2O2 (wB97M-V/def2-TZVPD).

Geometry as XYZ:
```
10
Properties=species:S:1:pos:R:3:lowdin_charge:R:1
H 2.272 -0.156 -1.120 0.049
N 1.960 -0.098 -0.166 0.126
C 0.738 -0.014 0.192 -0.554
O 0.593 0.087 1.518 0.060
N -0.443 -0.019 -0.539 0.133
C -1.766 0.073 -0.105 -0.292
O -2.686 0.036 -0.888 0.048
H 1.583 0.039 1.665 0.134
H -0.355 -0.128 -1.540 0.154
H -1.897 0.180 0.982 0.140
```

SMILES: [H]/N=C(/O)NC=O
HOMO in eV: -10.2
Multiplicity: 1
E in a.u.: -338.60868
Energy relative to the best compared isomer or geometry (same formula, charge and spin) in kJ/mol: 116.87

=====

Number 2 is which compound?
C2H4N2O2

=====

Number 2 is which compound?
C2H4N2O2

=====

Which value of multiplicity does entry 1 give?
1